1.
C37H41F2GeN3STa as an isolated structure at a distorted geometry, computed with wB97M-V/def2-TZVPD.

```
86
Properties=species:S:1:pos:R:3:forces:R:3:lowdin_charge:R:1
Ta -0.091 -0.200 0.052 0.55 -1.55 -0.02 1.466
Ge -2.582 -0.493 -0.972 -0.20 -0.30 0.36 0.925
S 1.366 -2.419 0.023 -0.38 1.18 -0.92 0.667
F 2.089 0.640 -1.089 -0.09 0.00 -0.17 -0.066
F 0.565 -0.519 -2.188 0.03 0.11 0.20 -0.142
N 1.128 -3.767 2.338 -0.05 0.09 0.03 0.134
N 2.424 -4.702 0.645 -0.02 0.03 0.06 0.124
N -0.415 0.526 1.691 0.40 0.18 -0.55 -0.122
C -2.751 -4.728 -0.492 0.03 0.01 0.02 -0.082
C -4.744 -4.028 -1.636 -0.07 0.03 -0.04 -0.061
C 0.123 0.513 4.028 0.03 0.00 -0.11 -0.085
C -4.182 -0.132 1.411 0.00 0.07 -0.07 -0.130
C -5.964 1.453 1.722 -0.01 0.02 0.03 -0.073
C -5.701 1.994 0.470 0.01 0.05 -0.05 -0.067
C -2.055 2.271 -4.113 0.04 0.04 0.04 -0.070
C -1.625 2.957 0.795 0.00 0.09 0.13 -0.080
C 3.609 -6.826 0.745 0.05 0.03 -0.13 0.020
C 2.734 -5.800 1.374 0.04 -0.07 -0.01 -0.221
C -2.549 4.197 2.747 0.07 -0.03 0.06 -0.032
C -2.450 1.674 4.335 -0.07 0.03 0.14 -0.006
C 0.814 -4.865 4.468 -0.06 0.06 0.06 0.002
C -3.919 0.401 0.148 0.07 -0.12 -0.12 -0.342
C 2.212 -5.878 2.638 -0.05 0.05 0.06 0.064
C -1.829 1.840 3.122 -0.04 -0.02 -0.23 -0.080
C -2.313 -3.410 -0.452 -0.16 -0.02 -0.04 -0.140
C 0.821 0.774 -1.650 0.43 0.02 0.61 -0.343
C -1.873 0.894 5.340 0.00 0.04 -0.11 0.036
C 1.403 -4.834 3.102 0.09 -0.10 -0.09 -0.259
C -4.308 -2.712 -1.595 0.10 0.01 0.03 -0.108
C -0.653 1.018 2.897 -0.04 -0.21 0.30 -0.194
C 1.633 -3.707 1.125 -0.38 0.04 0.74 -0.721
C -2.463 0.319 -2.746 0.04 0.02 0.25 -0.339
C -4.685 1.466 -0.320 0.04 -0.05 0.08 -0.102
C -2.714 -0.426 -3.896 0.06 0.01 0.03 -0.093
C -0.570 0.383 5.202 -0.01 0.04 0.01 -0.005
C -3.080 -2.391 -1.011 0.04 0.21 -0.09 -0.328
C -2.130 1.671 -2.863 -0.07 -0.07 -0.06 -0.154
C 2.371 0.592 2.715 -0.16 -0.05 0.01 -0.074
C -3.964 -5.038 -1.089 0.03 -0.04 0.02 -0.068
C 2.329 0.623 5.194 -0.09 0.01 0.00 -0.052
C -2.404 2.803 2.104 0.12 0.06 -0.11 -0.334
C -5.205 0.387 2.193 0.04 -0.03 0.03 -0.085
C 1.589 0.103 3.946 0.10 0.00 0.01 -0.342
C -2.308 1.521 -5.254 0.01 0.02 -0.02 -0.061
C -2.638 0.177 -5.146 0.01 -0.05 -0.02 -0.058
H 3.776 -7.659 1.421 -0.01 -0.01 0.03 0.100
H -3.408 2.444 1.867 -0.07 -0.04 0.00 0.109
H -2.833 -0.407 -6.037 -0.01 0.04 0.03 0.114
H -0.551 3.067 0.968 -0.04 0.08 -0.01 0.085
H -3.055 4.165 3.711 0.01 0.01 -0.03 0.077
H -2.146 -5.514 -0.055 -0.04 0.03 -0.01 0.102
H 3.155 -7.206 -0.173 -0.02 0.00 0.03 0.110
H 0.842 1.503 -2.447 -0.25 0.15 -0.03 0.124
H -3.592 -0.970 1.774 -0.09 -0.01 0.02 0.102
H 3.431 0.643 2.964 -0.02 0.00 -0.01 0.088
H -3.132 4.838 2.087 0.04 -0.02 0.00 0.094
H 3.341 0.219 5.213 -0.02 0.01 -0.01 0.090
H 2.792 -4.602 -0.293 0.01 -0.01 -0.08 0.157
H -2.407 0.745 6.271 0.04 0.02 -0.03 0.131
H -6.766 1.856 2.328 0.03 -0.02 -0.04 0.113
H 1.618 -0.993 3.969 -0.01 0.00 -0.03 0.135
H -2.972 -1.476 -3.816 0.02 0.01 -0.05 0.099
H 2.062 1.594 2.409 0.03 0.00 0.01 0.088
H -0.108 -0.105 6.049 -0.05 0.04 -0.01 0.122
H -1.970 3.856 0.284 -0.03 -0.03 -0.03 0.098
H -1.567 4.655 2.891 -0.06 -0.01 0.02 0.097
H -0.271 -4.772 4.404 0.03 -0.02 -0.04 0.103
H -1.947 2.266 -1.973 -0.01 0.04 -0.09 0.077
H 1.169 -4.006 5.042 0.03 -0.02 -0.05 0.097
H 2.401 1.713 5.155 -0.01 -0.05 0.04 0.103
H -1.796 2.114 0.126 -0.01 0.03 -0.01 -0.008
H -4.927 -1.925 -2.014 -0.04 -0.06 -0.02 0.111
H -4.303 -6.065 -1.124 0.00 0.04 0.00 0.112
H -5.697 -4.266 -2.093 0.04 0.00 0.01 0.115
H -2.250 1.987 -6.230 -0.01 -0.03 0.03 0.114
H 1.844 0.347 6.127 0.08 0.01 0.00 0.068
H 4.576 -6.393 0.480 -0.01 0.01 0.03 0.110
H 2.286 -0.082 1.863 -0.05 0.02 -0.05 0.019
H 1.071 -5.779 4.996 -0.02 0.01 0.02 0.091
H -1.805 3.322 -4.196 -0.02 -0.05 -0.01 0.112
H -4.493 1.880 -1.304 -0.06 0.01 0.01 0.102
H -6.296 2.821 0.100 0.01 -0.04 0.02 0.114
H -5.422 -0.049 3.162 0.01 0.03 -0.04 0.110
H 2.426 -6.734 3.261 0.00 0.01 -0.02 0.138
H -1.372 -3.184 0.031 0.10 -0.01 0.02 0.022
H -3.401 2.161 4.515 0.03 -0.02 0.02 0.132
```
Positions in Å, forces in eV/Å.

- Multiplicity: 2
- Total energy: -117826.53125 eV
- LUMO energy (alpha / beta): -6.8 / -8.2 eV
- Expectation value of S²: 0.774
- Total charge: +2
- Orbital gap (alpha / beta): 6.6 / 5.2 eV

---

2.
C37H41IMoN5O4Sb as an isolated structure at a distorted geometry, computed with wB97M-V/def2-TZVPD.

```
90
Properties=species:S:1:pos:R:3:forces:R:3:lowdin_charge:R:1
I -4.109 0.445 -0.885 -0.15 -0.05 -0.10 1.089
Sb -1.094 2.595 0.021 0.06 -0.13 -0.26 1.403
Mo -0.104 -0.107 0.463 -0.02 1.33 -0.26 1.597
O 1.301 0.953 1.309 0.32 -0.27 0.40 -0.294
O 2.993 -1.863 -5.552 0.02 0.01 0.03 -0.024
O -1.554 -1.264 0.595 -0.66 -0.89 0.35 -0.340
O 3.332 -6.031 -0.746 0.02 -0.04 0.08 -0.040
N 1.025 -1.943 0.635 0.02 -0.09 0.13 -0.030
N -1.954 -0.969 -2.304 0.10 -0.06 0.06 -0.002
N -0.773 0.376 2.435 0.47 0.35 0.26 -0.140
N 0.021 1.300 3.153 -0.38 -0.32 -0.28 0.112
N 1.101 -0.179 -1.346 0.02 -0.21 -0.06 -0.030
C -2.102 -3.021 -3.532 0.00 -0.01 -0.02 -0.040
C 2.257 -4.418 0.601 0.09 -0.06 -0.10 -0.136
C -4.281 -3.233 1.929 0.02 -0.03 -0.07 -0.027
C -1.822 -0.015 3.073 -0.29 -0.18 0.15 -0.026
C -2.502 -1.733 1.439 0.45 0.45 -0.55 -0.345
C 4.475 3.066 3.013 -0.02 -0.02 0.00 -0.056
C -2.320 3.454 1.540 -0.16 -0.07 -0.01 -0.398
C 1.895 3.304 4.039 0.03 0.03 0.09 -0.022
C -1.981 3.355 -1.776 -0.04 -0.09 -0.08 -0.418
C -1.773 2.536 -3.053 0.04 0.05 0.03 -0.197
C 2.914 4.101 4.531 -0.01 -0.01 -0.02 -0.052
C 3.500 -0.736 -4.863 -0.04 -0.06 0.03 -0.187
C -3.727 -1.508 3.497 -0.11 -0.03 0.06 -0.003
C 2.169 2.390 3.024 -0.08 -0.04 -0.13 -0.177
C -2.705 -1.072 2.648 0.11 0.26 0.31 -0.157
C -4.519 -2.580 3.138 0.04 0.04 -0.01 -0.046
C 0.493 4.012 0.245 0.15 -0.07 0.05 -0.394
C -3.270 -2.820 1.072 -0.22 -0.19 0.03 -0.006
C 2.611 -1.489 -2.640 0.13 0.02 -0.30 0.067
C -1.399 -1.937 -3.043 0.02 0.06 0.02 -0.129
C 1.167 0.776 -2.279 -0.01 -0.03 -0.06 -0.106
C 1.830 -1.311 -1.529 -0.07 -0.21 0.56 -0.177
C 1.750 -2.320 -0.428 -0.02 0.41 -0.36 -0.166
C 1.809 3.752 -0.484 -0.07 0.04 -0.03 -0.168
C 0.910 -2.773 1.679 0.06 -0.03 -0.03 -0.066
C 3.456 2.274 2.507 0.08 0.07 -0.07 -0.027
C 1.517 -4.010 1.701 -0.06 0.08 0.12 0.031
C -3.246 -1.074 -2.049 0.01 0.06 0.02 -0.751
C 1.940 0.658 -3.419 -0.08 0.15 0.06 0.037
C 1.105 1.528 2.495 0.15 -0.07 -0.19 -0.436
C -3.459 -3.106 -3.251 -0.04 -0.02 -0.01 -0.041
C 4.202 3.979 4.022 -0.01 0.02 0.02 -0.053
C 2.676 -0.494 -3.619 0.08 -0.20 0.02 -0.137
C -4.054 -2.112 -2.493 0.03 0.00 -0.02 -0.121
C 2.367 -3.550 -0.481 0.07 -0.18 -0.02 0.079
C 2.938 -5.758 0.579 0.00 0.08 -0.11 -0.190
C -3.827 3.261 1.417 0.03 0.01 0.06 -0.198
H -3.887 -0.998 4.440 0.01 -0.02 -0.02 0.128
H -1.944 3.056 2.483 0.04 0.04 0.03 0.038
H 3.797 -5.710 1.257 0.02 0.00 0.02 0.146
H -4.051 -3.933 -3.624 0.02 0.02 0.01 0.123
H -5.311 -2.916 3.793 0.01 0.00 -0.02 0.119
H 0.042 4.948 -0.088 0.03 0.06 0.06 0.062
H 2.922 -3.866 -1.350 0.02 -0.02 0.03 0.123
H 5.480 2.969 2.624 -0.02 0.01 0.00 0.113
H -3.041 3.454 -1.545 0.01 -0.02 -0.02 0.023
H 1.711 3.916 -1.560 -0.02 -0.04 0.00 0.070
H 2.251 -6.513 0.972 -0.04 -0.03 -0.02 0.139
H 1.953 1.467 -4.137 0.00 -0.02 0.01 0.135
H -4.896 -4.079 1.650 0.01 0.01 0.01 0.121
H 4.523 -0.978 -4.572 0.04 0.03 0.01 0.138
H -1.997 0.460 4.036 -0.02 -0.07 0.01 0.150
H -2.051 4.511 1.499 -0.03 0.04 0.05 0.065
H -1.576 4.361 -1.889 -0.04 0.02 0.03 0.061
H 4.997 4.600 4.414 -0.01 -0.01 0.00 0.115
H -1.603 -3.774 -4.126 -0.01 0.01 0.01 0.115
H 3.838 -6.851 -0.773 -0.02 0.03 0.01 0.112
H -5.109 -2.133 -2.257 0.01 0.00 0.00 0.104
H -4.222 3.655 0.479 0.02 -0.02 -0.01 0.061
H -0.801 2.749 -3.504 -0.01 0.00 0.01 0.062
H 3.533 0.160 -5.484 -0.03 0.00 -0.02 0.132
H 2.707 4.819 5.313 0.01 -0.01 0.00 0.114
H 2.184 2.741 -0.318 -0.02 -0.02 0.03 0.040
H -4.109 2.210 1.495 0.00 -0.01 0.02 0.010
H 1.397 -4.649 2.566 0.00 0.02 -0.01 0.137
H 3.179 -2.400 -2.767 0.00 0.03 -0.05 0.136
H 0.575 1.662 -2.112 -0.01 -0.01 0.01 0.056
H -4.336 3.789 2.224 0.01 0.02 -0.01 0.083
H 2.578 4.438 -0.126 -0.02 0.02 -0.02 0.083
H 3.655 1.563 1.716 0.01 0.00 0.02 0.114
H -3.082 -3.314 0.127 -0.02 0.02 0.04 0.122
H 0.891 3.380 4.435 0.01 0.00 0.00 0.116
H 2.360 -1.580 -6.220 0.00 0.00 -0.02 0.104
H -0.339 -1.827 -3.254 -0.02 0.00 0.00 0.099
H -2.528 2.795 -3.796 0.01 0.03 0.00 0.084
H 0.655 4.097 1.322 0.02 0.01 0.00 0.048
H -1.837 1.461 -2.882 -0.03 0.01 0.03 0.011
H 0.310 -2.425 2.510 -0.02 0.01 0.01 0.124
```
Positions in Å, forces in eV/Å.

- Multiplicity: 3
- Total energy: -71156.89459 eV
- LUMO energy (alpha / beta): -6.4 / -6.5 eV
- Expectation value of S²: 2.021
- Total charge: +2
- Orbital gap (alpha / beta): 6.7 / 6.8 eV